[1]
{"formula": "C24H20BrN3O4", "method": "ωB97M-V/def2-TZVPD", "species": ["Br", "O", "O", "O", "O", "N", "N", "N", "C", "C", "C", "C", "C", "C", "C", "C", "C", "C", "C", "C", "C", "C", "C", "C", "C", "C", "C", "C", "C", "C", "C", "C", "H", "H", "H", "H", "H", "H", "H", "H", "H", "H", "H", "H", "H", "H", "H", "H", "H", "H", "H", "H"], "positions_angstrom": [[-5.805, -4.066, -0.431], [-3.956, 3.471, -1.260], [-6.293, 1.783, 0.953], [5.132, 0.333, -0.682], [2.405, -1.007, 2.737], [2.706, 0.363, 0.931], [-2.615, 3.230, -1.309], [-3.514, 2.070, 0.366], [1.427, 0.828, 0.651], [-0.936, 0.966, 1.058], [-5.943, -2.212, -0.024], [4.926, -1.617, 0.631], [1.282, 1.716, -0.420], [5.469, -1.854, -1.710], [-1.076, 1.856, -0.006], [5.211, -3.808, -0.340], [-5.665, -1.278, -1.003], [-2.376, 2.392, -0.332], [-6.422, -0.473, 1.535], [5.469, 0.969, -1.892], [3.119, -0.495, 1.907], [4.938, -2.997, 0.749], [0.302, 0.455, 1.387], [-5.766, 0.072, -0.714], [5.481, -3.232, -1.566], [-6.143, 0.485, 0.560], [-4.432, 2.749, -0.235], [4.622, -0.757, 1.828], [-6.324, -1.818, 1.249], [0.047, 2.226, -0.746], [5.184, -1.043, -0.622], [-5.888, 2.804, 0.085], [5.701, -3.850, -2.423], [5.410, 2.038, -1.690], [4.917, -1.274, 2.741], [4.765, 0.712, -2.690], [-5.546, 0.782, -1.496], [-5.369, -1.596, -1.991], [-6.539, -2.556, 2.006], [3.430, 0.688, 0.299], [5.154, 0.192, 1.754], [-0.072, 2.914, -1.568], [4.728, -3.438, 1.712], [5.678, -1.426, -2.678], [-1.812, 0.685, 1.621], [-6.464, 2.806, -0.852], [6.486, 0.719, -2.207], [0.411, -0.230, 2.211], [2.154, 2.002, -0.991], [-6.713, -0.136, 2.517], [5.216, -4.881, -0.228], [-6.101, 3.737, 0.619]], "nbo_charge": [0.045, -0.280, -0.470, -0.543, -0.598, -0.622, -0.157, -0.486, 0.168, -0.166, -0.100, -0.082, -0.254, -0.315, -0.141, -0.229, -0.231, 0.313, -0.239, -0.254, 0.701, -0.175, -0.200, -0.244, -0.190, 0.299, 0.492, -0.519, -0.216, -0.144, 0.365, -0.124, 0.216, 0.202, 0.243, 0.181, 0.211, 0.230, 0.231, 0.420, 0.236, 0.229, 0.219, 0.220, 0.236, 0.204, 0.185, 0.249, 0.205, 0.230, 0.217, 0.232], "e_homo_ev": -8.31, "charge": 0, "lumo_ha": 0.020, "energy_ev": -107914.879, "smiles": "COc1ccccc1CC(=O)Nc1ccc(-c2noc(COc3ccc(Br)cc3)n2)cc1", "orbital_gap_ev": 8.8}

[2]
{"formula": "C24H20CoN4O3", "method": "ωB97M-V/def2-TZVPD", "species": ["Co", "O", "O", "O", "N", "N", "N", "N", "C", "C", "C", "C", "C", "C", "C", "C", "C", "C", "C", "C", "C", "C", "C", "C", "C", "C", "C", "C", "C", "C", "C", "C", "H", "H", "H", "H", "H", "H", "H", "H", "H", "H", "H", "H", "H", "H", "H", "H", "H", "H", "H", "H"], "positions_angstrom": [[0.620, -0.007, -0.180], [-0.253, 0.136, 1.619], [4.116, -0.047, -3.394], [2.090, 0.176, -1.408], [0.615, 1.988, 0.123], [-0.283, 2.397, 1.115], [-1.466, -0.067, -1.049], [0.309, -2.061, -0.350], [4.263, -1.181, -2.551], [-1.854, 0.607, 3.854], [-1.958, -1.394, -0.765], [-2.810, 0.785, 4.843], [-1.006, -2.408, -0.449], [-1.678, 1.572, 2.869], [3.638, 1.148, -2.908], [-2.820, -4.026, -0.280], [-3.606, 1.923, 4.845], [-3.280, -1.717, -0.791], [1.203, -2.986, -0.123], [-0.440, -4.708, 0.003], [-1.435, -3.729, -0.240], [-3.720, -3.038, -0.534], [2.255, 2.584, -1.543], [-0.664, 1.348, 1.794], [2.835, 3.698, -2.163], [2.630, 1.264, -1.916], [0.872, -4.349, 0.044], [3.779, 3.552, -3.151], [-3.436, 2.887, 3.859], [4.175, 2.267, -3.510], [1.270, 2.880, -0.505], [-2.473, 2.715, 2.876], [1.654, -5.074, 0.217], [-2.319, 3.461, 2.109], [-2.936, 0.036, 5.614], [-1.233, -0.278, 3.829], [-4.779, -3.259, -0.556], [3.315, -1.680, -2.371], [-4.005, -0.945, -1.019], [4.928, 2.108, -4.272], [-2.045, 0.634, -0.597], [-3.147, -5.042, -0.096], [1.093, 3.926, -0.249], [-1.485, 0.110, -2.049], [2.522, 4.686, -1.846], [2.232, -2.649, -0.056], [4.709, -0.907, -1.592], [4.940, -1.848, -3.084], [-4.055, 3.775, 3.858], [-0.738, -5.739, 0.153], [-4.358, 2.058, 5.611], [4.219, 4.414, -3.633]], "mulliken_spin": [2.721, 0.061, 0.001, 0.102, 0.032, 0.013, 0.047, 0.019, 0.001, 0.003, -0.020, 0.000, 0.006, 0.003, 0.014, 0.001, 0.000, 0.002, 0.004, 0.002, 0.000, 0.001, -0.001, -0.003, -0.002, 0.004, -0.002, 0.008, 0.000, -0.005, -0.012, 0.000, 0.000, -0.001, 0.000, 0.003, 0.000, -0.001, 0.000, -0.001, -0.004, 0.000, 0.006, -0.001, 0.000, -0.001, 0.000, 0.000, 0.000, 0.000, 0.000, 0.001], "e_homo_ev": [-7.13, -7.15], "charge": 0, "lumo_ha": [-0.024, -0.026], "energy_ev": -74943.568, "e_above_lowest_kj_mol": 10.5, "spin_multiplicity": 4, "orbital_gap_ev": [6.5, 6.5]}

[3]
{"formula": "C24H20F6IN3O3ReS", "method": "ωB97M-V/def2-TZVPD", "species": ["Re", "I", "S", "F", "F", "F", "F", "F", "F", "O", "O", "O", "N", "N", "N", "C", "C", "C", "C", "C", "C", "C", "C", "C", "C", "C", "C", "C", "C", "C", "C", "C", "C", "C", "C", "C", "C", "C", "C", "H", "H", "H", "H", "H", "H", "H", "H", "H", "H", "H", "H", "H", "H", "H", "H", "H", "H", "H", "H"], "positions_angstrom": [[0.258, 0.074, -0.331], [-1.210, -0.020, -3.496], [2.427, -0.127, 0.213], [0.236, -0.102, 4.807], [2.635, -0.080, 6.078], [0.148, -0.117, 2.098], [-3.009, -5.873, -0.648], [4.848, -0.102, 1.953], [4.931, -0.077, 4.648], [-1.170, -1.338, -0.254], [-1.024, 1.446, -0.174], [-2.929, 2.419, 0.417], [-7.718, -7.037, -1.635], [-5.818, -5.669, -0.620], [-5.227, -0.866, -0.248], [-6.676, -0.670, -0.275], [1.366, -0.099, 4.113], [-6.903, -5.816, 0.347], [-2.435, -1.128, -0.233], [-7.225, 0.485, -1.043], [-5.314, -6.964, -1.085], [2.503, -0.111, 1.981], [3.714, -0.099, 2.644], [2.592, -0.088, 4.757], [-3.050, 0.122, -0.089], [-4.965, -4.546, -0.536], [-3.563, -4.652, -0.564], [1.360, -0.109, 2.742], [-8.159, -6.293, -0.394], [-3.290, -2.286, -0.359], [-4.678, -2.147, -0.349], [-2.746, -3.570, -0.486], [0.607, 0.049, -2.359], [-7.404, -0.910, -1.561], [-2.362, 1.433, 0.074], [-4.424, 0.185, -0.100], [3.765, -0.087, 4.025], [-5.499, -3.275, -0.442], [-6.513, -7.890, -1.336], [-8.747, -6.986, 0.201], [-6.537, 1.130, -1.573], [-4.757, -6.819, -2.007], [-7.114, -4.872, 0.836], [-8.076, 0.994, -0.611], [-8.796, -5.477, -0.722], [-6.572, -3.148, -0.462], [-7.463, -6.357, -2.351], [-7.157, -0.937, 0.657], [-4.900, 1.150, 0.013], [-6.808, -1.197, -2.420], [-4.655, -7.459, -0.370], [-8.485, -7.597, -2.006], [-6.337, -8.556, -2.177], [1.169, -0.845, -2.638], [1.132, 0.943, -2.695], [-6.631, -6.527, 1.132], [-8.385, -1.364, -1.509], [-6.776, -8.489, -0.468], [-1.673, -3.710, -0.498]], "mulliken_spin": [0.984, 0.001, 0.005, 0.000, 0.000, 0.000, 0.000, 0.000, 0.000, 0.010, 0.013, 0.028, 0.000, 0.000, 0.001, 0.000, 0.001, 0.000, -0.018, 0.000, 0.000, -0.004, 0.004, 0.001, 0.006, 0.000, 0.000, 0.001, 0.000, -0.005, 0.002, 0.005, -0.060, 0.000, 0.000, -0.005, 0.001, 0.000, 0.000, 0.000, 0.000, 0.000, 0.000, 0.000, 0.000, 0.000, 0.000, 0.000, 0.000, 0.000, 0.000, 0.000, 0.000, 0.020, 0.010, 0.000, 0.000, 0.000, -0.002], "e_homo_ev": [-13.39, -13.30], "charge": 2, "lumo_ha": [-0.242, -0.233], "energy_ev": -73179.367, "e_above_lowest_kj_mol": 85.9, "spin_multiplicity": 2, "orbital_gap_ev": [6.8, 6.9]}

[4]
{"formula": "C24H20FN6O4S2TeV", "method": "ωB97M-V/def2-TZVPD", "species": ["Te", "V", "S", "S", "F", "O", "O", "O", "O", "N", "N", "N", "N", "N", "N", "C", "C", "C", "C", "C", "C", "C", "C", "C", "C", "C", "C", "C", "C", "C", "C", "C", "C", "C", "C", "C", "C", "C", "C", "H", "H", "H", "H", "H", "H", "H", "H", "H", "H", "H", "H", "H", "H", "H", "H", "H", "H", "H", "H"], "positions_angstrom": [[-0.660, -2.230, 1.443], [0.861, -0.004, 1.129], [1.895, -0.309, 5.511], [5.130, 1.178, 0.127], [-5.071, 2.126, -2.224], [-3.818, 0.156, -3.744], [1.264, 3.192, 0.712], [0.222, 1.322, -2.008], [-0.075, 1.367, 0.754], [1.423, 0.028, 3.017], [-0.521, -0.234, 4.338], [-1.806, 0.792, -2.889], [2.736, 0.546, 0.821], [2.969, 1.175, -1.447], [-1.614, 2.447, -1.290], [2.940, -2.377, -1.820], [1.705, -1.883, -2.234], [-4.282, -0.497, -0.166], [-3.212, 0.894, -3.028], [-4.656, -1.405, -1.149], [-3.084, -0.663, 0.518], [2.820, 0.131, 3.188], [-0.769, 3.361, -0.553], [-2.993, 2.679, -1.373], [-2.663, -2.695, -0.755], [3.236, -0.063, 4.447], [-3.844, -2.493, -1.451], [0.931, -1.978, 0.049], [3.544, 0.458, 1.972], [-3.766, 1.953, -2.178], [0.808, -0.159, 4.200], [3.462, 0.954, -0.240], [-0.999, 1.513, -2.074], [0.693, -1.693, -1.313], [0.264, 2.709, 0.332], [2.194, -2.483, 0.457], [4.837, 0.741, 1.776], [3.192, -2.665, -0.477], [-2.289, -1.764, 0.214], [-0.287, -1.357, -1.629], [-2.061, -3.573, -0.961], [-4.931, 0.334, 0.078], [-0.209, 4.026, -1.213], [-2.798, 0.046, 1.286], [2.370, -2.752, 1.494], [-5.588, -1.268, -1.681], [-1.394, 3.987, 0.086], [-1.358, 0.144, -3.525], [3.574, 1.533, -2.171], [-1.114, 0.237, 3.672], [5.640, 0.758, 2.496], [-3.396, 3.464, -0.750], [1.531, -1.675, -3.282], [4.150, -3.068, -0.177], [3.715, -2.557, -2.555], [1.967, 1.189, -1.638], [4.242, -0.054, 4.834], [-4.144, -3.200, -2.213], [-0.915, -0.341, 5.262]], "mulliken_spin": [-0.140, 1.298, 0.000, 0.002, 0.000, 0.000, -0.006, 0.002, -0.035, -0.042, -0.003, 0.000, -0.091, 0.002, -0.001, -0.027, 0.003, 0.000, 0.000, -0.001, -0.005, 0.015, 0.000, 0.000, 0.000, -0.001, 0.000, -0.012, 0.021, 0.000, 0.012, 0.002, 0.002, -0.013, 0.014, -0.005, -0.006, 0.007, 0.006, -0.005, 0.002, 0.000, 0.000, 0.002, -0.002, 0.000, 0.000, 0.000, -0.001, 0.005, 0.000, 0.000, 0.000, 0.000, 0.000, 0.002, 0.000, 0.000, 0.000], "e_homo_ev": [-16.91, -16.93], "charge": 3, "lumo_ha": [-0.422, -0.390], "energy_ev": -99687.820, "e_above_lowest_kj_mol": 0.0, "spin_multiplicity": 2, "orbital_gap_ev": [5.4, 6.3]}

[5]
{"formula": "C24H20N4", "method": "ωB97M-V/def2-TZVPD", "species": ["N", "N", "N", "N", "C", "C", "C", "C", "C", "C", "C", "C", "C", "C", "C", "C", "C", "C", "C", "C", "C", "C", "C", "C", "C", "C", "C", "C", "H", "H", "H", "H", "H", "H", "H", "H", "H", "H", "H", "H", "H", "H", "H", "H", "H", "H", "H", "H"], "positions_angstrom": [[-0.650, -1.481, 0.347], [-3.038, -4.765, 0.169], [-3.822, -0.268, 1.384], [-3.562, -3.603, 0.605], [-1.508, 2.565, 0.487], [1.694, 2.301, 0.696], [-2.795, -2.555, 0.724], [1.720, 2.924, 1.997], [0.539, 1.256, 0.278], [-0.360, 2.746, -1.594], [0.060, -6.368, -0.980], [3.803, 4.009, 1.507], [2.706, 3.802, 2.392], [3.856, 3.458, 0.281], [1.110, 0.015, -0.503], [2.801, 2.577, -0.156], [-1.781, -4.863, -0.195], [-1.404, -2.656, 0.455], [-2.358, 3.640, -0.017], [-0.860, -3.820, 0.021], [-1.327, 3.499, -2.090], [-2.313, 4.013, -1.341], [-1.297, -6.131, -0.745], [0.479, -4.076, -0.026], [-3.327, -1.278, 1.090], [-0.493, 2.095, -0.344], [-0.073, -0.875, -0.874], [0.936, -5.336, -0.653], [0.188, 0.849, 1.258], [1.976, -0.553, 0.057], [1.310, -3.431, 0.456], [-1.359, 3.855, -3.086], [4.698, 4.500, 1.838], [1.645, 0.340, -1.381], [-3.141, 3.926, 0.705], [-1.616, 2.264, 1.554], [1.015, 2.580, 2.741], [-2.987, 4.748, -1.684], [0.430, -7.354, -1.383], [0.403, 2.482, -2.197], [-2.002, -6.933, -0.961], [-0.831, -0.351, -1.439], [2.654, 4.254, 3.405], [-1.097, -0.783, 0.926], [2.905, 2.254, -1.129], [4.666, 3.800, -0.289], [1.954, -5.681, -0.772], [0.453, -1.591, -1.534]], "nbo_charge": [-0.623, -0.214, -0.276, -0.144, -0.197, 0.019, -0.039, -0.214, -0.260, -0.205, -0.212, -0.214, -0.203, -0.211, -0.379, -0.220, 0.129, 0.258, -0.189, -0.091, -0.205, -0.212, -0.168, -0.197, 0.249, -0.038, -0.230, -0.198, 0.213, 0.226, 0.245, 0.208, 0.208, 0.208, 0.215, 0.217, 0.208, 0.213, 0.231, 0.199, 0.230, 0.207, 0.220, 0.385, 0.200, 0.212, 0.218, 0.218], "e_homo_ev": -8.39, "charge": 0, "lumo_ha": -0.031, "energy_ev": -31168.869, "e_above_lowest_kj_mol": 265.9, "smiles": "N#Cc1nnc2ccccc2c1NCCC(c1ccccc1)c1ccccc1", "orbital_gap_ev": 7.5}